[1]
C12H17N3 | wB97M-V/def2-TZVPD

Output
Gap between HOMO and LUMO in eV: 8.97
SMILES: c1cc[nH]c1.c1cc[nH]c1.CCCC#N
Maximum force in eV/Å: 4.60

Structure (XYZ):
```
32
C12H17N3 (wB97M-V/def2-TZVPD)
C -5.41197 23.40508 -16.94262
C -3.93286 23.05835 -17.23243
C -3.35687 23.71740 -18.47050
C -4.23910 23.58586 -19.63644
N -4.97598 23.59254 -20.56996
H -5.98964 23.06355 -17.80156
H -5.66595 24.46157 -17.02874
H -6.01515 22.84867 -16.22521
H -3.77772 21.97996 -17.19898
H -3.35606 23.46466 -16.40158
H -2.37059 23.28588 -18.64121
H -3.32735 24.79768 -18.32825
N -6.74396 21.21762 -11.89133
C -6.57577 21.92328 -13.00672
C -6.46786 23.23727 -12.77173
C -6.52834 23.43398 -11.40923
C -6.82273 22.21225 -10.84534
H -6.79642 20.21018 -11.94045
H -6.44407 21.43719 -13.96211
H -6.27701 23.97164 -13.54029
H -6.26466 24.37430 -10.94808
H -6.96999 21.94538 -9.80924
N -1.93711 26.90874 -16.51593
C -3.32552 26.90635 -16.19807
C -3.50112 26.11853 -15.02505
C -2.23057 25.68710 -14.69535
C -1.30606 26.16743 -15.57793
H -1.56435 27.33649 -17.35150
H -4.09850 27.34218 -16.81366
H -4.46742 25.80558 -14.65797
H -1.94568 25.09113 -13.84092
H -0.22964 26.08523 -15.60905
```

***

[2]
C12H17N3O2 | wB97M-V/def2-TZVPD

Output
Gap between HOMO and LUMO in eV: 8.74
SMILES: CCOC(=O)C1CCN(c2cnccn2)CC1
Maximum force in eV/Å: 0.70

Structure (XYZ):
```
34
C12H17N3O2 (wB97M-V/def2-TZVPD)
C 5.55326 1.00225 -0.40300
C 4.97710 0.39682 0.86842
H 5.26345 -0.65655 0.95038
H 5.30894 0.94441 1.75264
O 3.54982 0.48839 0.88896
C 2.86674 -0.45991 0.24492
O 3.36939 -1.39613 -0.31737
C 1.37617 -0.17247 0.30425
C 1.03218 0.79305 -0.83786
H 1.25590 0.32016 -1.79468
H 1.63659 1.69775 -0.75824
C -0.44386 1.17449 -0.75066
N -1.26674 -0.00222 -0.57397
C -2.55911 0.08257 -0.18750
N -3.21748 -1.06552 0.03173
C -4.47939 -0.98907 0.42047
C -5.12266 0.22189 0.60238
N -4.48817 1.36901 0.36976
C -3.23693 1.31349 -0.02045
H -2.76406 2.26480 -0.21623
H -6.15006 0.29549 0.92581
H -4.97599 -1.93624 0.58596
C -0.62891 -1.28218 -0.77730
H -1.38174 -2.05062 -0.60448
C 0.55100 -1.46248 0.18123
H 1.19310 -2.26143 -0.19385
H 0.18192 -1.75445 1.16438
H -0.28888 -1.35311 -1.81623
H -0.58417 1.84343 0.10713
H -0.74063 1.71877 -1.65884
H 1.17430 0.33771 1.25005
H 6.63804 0.96871 -0.36257
H 5.23347 2.03638 -0.50720
H 5.21603 0.43758 -1.26875
```

***

[3]
C12H17N3O6PRuS5 | wB97M-V/def2-TZVPD

Output
Gap between HOMO and LUMO (alpha / beta) in eV: 5.96 / 5.79
⟨S²⟩: 0.7610
2S+1: 2
Charge: -2
Maximum force in eV/Å: 0.90

Structure (XYZ):
```
45
C12H17N3O6PRuS5 (wB97M-V/def2-TZVPD)
Ru 0.59934 -0.42155 1.22257
N 1.79891 -0.07115 5.35778
C 1.36550 0.16838 4.07102
S 2.31752 -0.41280 2.73407
N 0.26352 0.82339 3.92087
N -0.17320 0.86099 2.60296
C -1.30583 1.46047 2.47744
C -1.95503 1.79022 1.23432
C -3.24952 2.31391 1.26645
C -3.89299 2.72852 0.11636
C -3.21123 2.62335 -1.10018
C -1.92577 2.13554 -1.16442
C -1.24113 1.70440 0.00145
O -0.02309 1.29638 -0.06089
H 2.32908 -0.93236 5.37460
H 0.97673 -0.18998 5.94172
H -1.76828 1.78308 3.40624
H -3.75067 2.38446 2.22692
H -4.90285 3.11792 0.15496
H -3.70681 2.92715 -2.01757
H -1.40357 2.03506 -2.10714
C 1.18448 -4.12940 -3.08011
C 1.18224 -2.70660 -3.59835
O 1.94079 -1.87065 -2.72421
P 1.15375 -0.78562 -1.79210
S 2.53352 -0.12323 -0.53778
S -0.47195 -1.56321 -0.99485
O 0.70538 0.30687 -2.90294
C 1.71514 1.11815 -3.50678
C 1.48866 2.56020 -3.10565
H 0.65623 -4.78916 -3.77334
H 0.69123 -4.16830 -2.10982
H 2.20796 -4.48864 -2.96462
H 0.15850 -2.33384 -3.69070
H 1.65530 -2.64359 -4.58350
H 1.64232 0.97510 -4.58960
H 2.70646 0.78806 -3.18586
H 0.51940 2.91262 -3.46133
H 2.26957 3.20303 -3.52034
H 1.49929 2.63127 -2.01747
O 0.83679 -2.91704 4.74524
S -0.52457 -2.61949 4.30432
O -1.10678 -1.48240 5.00620
O -1.40102 -3.78103 4.23793
S -0.38332 -2.21849 2.18610
```

***

[4]
C12H17N4O | wB97M-V/def2-TZVPD

Output
Gap between HOMO and LUMO in eV: 8.00
Charge: +1
SMILES: C[C@H](Cn1[nH]cnc1=[NH2+])OCc1ccccc1
Maximum force in eV/Å: 4.96

Structure (XYZ):
```
34
C12H17N4O (wB97M-V/def2-TZVPD)
C -0.29611 -1.49614 2.07102
C -1.04510 -0.20925 1.53748
C -2.22694 -0.75993 0.59939
N -2.79488 0.26956 -0.28532
N -3.96427 0.89378 -0.03441
C -4.23399 1.79844 -1.02466
N -3.22614 1.79245 -1.99265
C -2.37796 0.81769 -1.47857
N -1.21568 0.49442 -2.10613
O -0.26641 0.64507 0.70926
C 1.01368 0.98046 1.26757
C 2.12392 0.34487 0.36542
C 3.55856 0.64170 0.47271
C 4.54300 0.04230 -0.43366
C 4.15384 -0.87911 -1.51315
C 2.73309 -1.19041 -1.62288
C 1.74087 -0.59647 -0.70795
H 0.63823 -1.74407 1.51172
H -1.02922 -2.34834 2.09724
H -0.02709 -1.30288 3.15006
H -1.57837 0.36554 2.35490
H -1.77116 -1.61090 0.01839
H -3.06255 -1.18533 1.22711
H -4.49712 0.64498 0.80093
H -5.12169 2.46241 -1.04883
H -0.34059 0.99942 -1.96712
H -1.21289 -0.24884 -2.79732
H 1.12673 0.77931 2.36135
H 1.12182 2.10076 1.14624
H 3.93511 1.34996 1.24546
H 5.64189 0.24539 -0.34802
H 4.87294 -1.32923 -2.23042
H 2.40270 -1.87472 -2.44237
H 0.68177 -0.89288 -0.90277
```

***

[5]
C12H17NO | wB97M-V/def2-TZVPD

Output
Gap between HOMO and LUMO in eV: 8.44
SMILES: CC1=CC(=O)CC(C)(C)C1.C=C=C=N
Maximum force in eV/Å: 5.50

Structure (XYZ):
```
31
C12H17NO (wB97M-V/def2-TZVPD)
C -2.63385 3.14634 -0.29750
C 0.54596 0.38659 -1.70573
C 1.30045 0.14673 -0.60560
C -0.37604 3.41847 -1.42722
C -1.61868 3.23456 -1.11456
C 0.69765 -0.49513 0.60880
C -1.46825 0.01057 -0.21085
C -0.91091 0.33121 -1.62794
C -0.69933 -1.05790 0.48702
C 2.79254 0.41678 -0.73891
C -1.13744 -1.36389 1.91231
C -0.60498 -2.42781 -0.24699
N -3.67420 2.90486 0.34071
O -1.61513 0.64179 -2.55208
H 1.10773 0.77320 -2.57516
H -0.13482 3.47198 -2.42562
H 0.39201 3.78379 -0.73844
H 1.50457 -1.28605 0.95474
H 0.69144 0.23393 1.37820
H -1.35102 1.01132 0.29439
H -2.47723 -0.27832 -0.41053
H 3.33126 -0.46687 -0.52166
H 2.96887 1.33579 -0.02486
H 3.12773 0.90031 -1.70535
H -1.23222 -0.41882 2.33892
H -0.35802 -2.08432 2.44624
H -2.12947 -1.84785 1.81547
H -0.95956 -2.19142 -1.33831
H -1.30404 -3.02233 0.19103
H 0.35328 -2.81120 -0.14866
H -4.58924 2.98559 -0.05964
```

***

[6]
C12H17NO6Rb | wB97M-V/def2-TZVPD

Output
Gap between HOMO and LUMO in eV: 5.29
Charge: -1
Maximum force in eV/Å: 9.22

Structure (XYZ):
```
37
C12H17NO6Rb (wB97M-V/def2-TZVPD)
Rb 25.93516 5.70312 22.88218
C 24.62174 3.96299 22.49002
C 25.17764 2.64119 22.32633
C 24.90580 1.62847 23.63622
O 25.35364 0.50213 23.67187
C 24.15434 2.19712 24.77735
C 23.76644 3.51467 24.84454
C 23.96154 4.39315 23.61981
O 23.49365 5.56142 23.46876
O 23.09838 3.87263 25.87990
O 25.99319 2.25606 21.45513
H 24.64801 4.64831 21.65572
H 23.80813 1.48557 25.51236
C 24.97248 8.12076 20.31955
O 26.19684 7.47219 20.56584
C 26.54691 6.49878 19.68242
C 27.85580 5.68263 20.23929
N 27.40477 4.67927 21.21695
C 28.47169 3.97859 21.79094
C 28.07737 3.11820 23.03785
O 27.65482 4.03663 24.00304
C 26.99955 3.35938 25.12132
H 24.73047 9.00448 20.90994
H 24.14940 7.40660 20.34425
H 25.07715 8.57578 19.33461
H 26.70959 7.07279 18.77021
H 25.81289 5.69908 19.58344
H 28.68272 6.28719 20.61183
H 28.23926 5.07884 19.41679
H 26.71985 4.04910 20.82466
H 29.32391 4.58822 22.09125
H 29.03260 3.36021 21.09016
H 28.93862 2.52800 23.35093
H 27.23989 2.47180 22.77536
H 27.27987 4.05154 25.91532
H 27.57247 2.49597 25.45956
H 25.94116 3.19238 24.92126
```